# C20H33ClN2O4

A single C20H33ClN2O4 molecule (ωB97M-V/def2-TZVPD, the OMol25 dataset).

The value obtained for the energy above the lowest of the compared OMol25 structures with the same formula, charge and spin is 22.47 kJ/mol. The SMILES is CN(CC1(O)CN(C(=O)C[C@@H]2C[C@@H](O)C2(C)C)C1)C(=O)C1(Cl)CCCCC1. The total charge is 0. As for the total energy: -1652.5533 hartree. For the orbital gap, the calculation gives 9.81 eV.

Geometry (Å):
C1 2.724 0.578 4.197
N1 1.674 0.632 3.183
C2 2.008 1.477 2.049
C3 2.932 0.816 1.023
O1 4.256 1.152 1.397
C4 2.695 -0.688 0.731
N2 2.339 -0.325 -0.629
C5 1.878 -1.124 -1.614
O2 1.789 -2.332 -1.462
C6 1.441 -0.421 -2.879
C7 -0.021 -0.020 -2.726
C8 -1.078 -1.130 -2.541
C9 -2.045 -0.300 -3.396
O3 -2.887 0.441 -2.529
C10 -0.827 0.501 -3.950
C11 -0.975 2.005 -4.064
C12 -0.368 -0.103 -5.268
C13 2.578 1.104 -0.467
C14 0.467 0.093 3.518
O4 0.269 -0.314 4.654
C15 -0.740 -0.154 2.571
Cl1 -0.558 0.316 0.821
C16 -1.942 0.624 3.123
C17 -3.257 0.241 2.453
C18 -3.494 -1.264 2.536
C19 -2.335 -2.030 1.907
C20 -1.013 -1.666 2.575
H1 2.445 -0.122 4.974
H2 3.659 0.273 3.729
H3 2.870 1.566 4.643
H4 1.107 1.838 1.577
H5 2.546 2.347 2.436
H6 4.870 0.684 0.821
H7 3.588 -1.314 0.809
H8 1.884 -1.160 1.287
H9 2.063 0.458 -3.072
H10 1.564 -1.128 -3.698
H11 -0.119 0.708 -1.915
H12 -0.785 -2.068 -3.010
H13 -1.417 -1.330 -1.526
H14 -2.640 -0.830 -4.148
H15 -3.399 1.064 -3.054
H16 -1.663 2.277 -4.870
H17 -1.346 2.435 -3.132
H18 -0.011 2.468 -4.289
H19 -1.083 0.138 -6.059
H20 0.606 0.290 -5.568
H21 -0.290 -1.191 -5.213
H22 1.696 1.728 -0.629
H23 3.416 1.495 -1.050
H24 -1.990 0.391 4.188
H25 -1.750 1.696 3.027
H26 -4.070 0.784 2.938
H27 -3.247 0.552 1.405
H28 -3.591 -1.557 3.588
H29 -4.432 -1.527 2.044
H30 -2.489 -3.107 2.002
H31 -2.287 -1.812 0.838
H32 -0.179 -2.185 2.095
H33 -1.035 -1.971 3.622

# C20H33ClN2O4

A single C20H33ClN2O4 molecule (ωB97M-V/def2-TZVPD, the OMol25 dataset).

The value obtained for the energy above the lowest of the compared OMol25 structures with the same formula, charge and spin is 28.91 kJ/mol. The SMILES is CN(CC1(O)CN(C(=O)C[C@@H]2C[C@@H](O)C2(C)C)C1)C(=O)C1(Cl)CCCCC1. The total charge is 0. As for the total energy: -1652.5508 hartree. For the orbital gap, the calculation gives 9.67 eV.

Geometry (Å):
C1 -3.725 -2.717 -2.048
N1 -2.684 -2.329 -1.102
C2 -1.404 -1.948 -1.653
C3 -1.447 -0.791 -2.643
O1 -1.882 -1.274 -3.888
C4 -2.133 0.490 -2.098
N2 -0.806 1.064 -1.941
C5 -0.458 2.299 -1.507
O2 -1.299 3.116 -1.176
C6 1.028 2.527 -1.355
C7 1.437 2.087 0.044
C8 0.928 2.916 1.241
C9 2.294 2.735 1.917
O3 2.205 1.687 2.868
C10 2.896 2.316 0.539
C11 3.787 1.090 0.527
C12 3.582 3.504 -0.120
C13 -0.104 -0.005 -2.644
C14 -3.086 -2.138 0.204
O4 -4.265 -2.096 0.476
C15 -2.008 -2.094 1.327
Cl1 -2.884 -2.436 2.872
C16 -1.400 -0.688 1.467
C17 -0.264 -0.633 2.482
C18 0.790 -1.696 2.196
C19 0.173 -3.091 2.213
C20 -0.964 -3.217 1.201
H1 -4.506 -3.237 -1.504
H2 -4.168 -1.861 -2.559
H3 -3.283 -3.371 -2.799
H4 -0.753 -1.635 -0.846
H5 -0.923 -2.796 -2.154
H6 -1.996 -0.534 -4.494
H7 -2.758 1.003 -2.834
H8 -2.693 0.387 -1.167
H9 1.593 1.977 -2.113
H10 1.214 3.591 -1.498
H11 1.184 1.030 0.184
H12 0.741 3.954 0.963
H13 0.073 2.540 1.796
H14 2.741 3.630 2.361
H15 3.073 1.545 3.258
H16 4.736 1.281 1.037
H17 3.300 0.245 1.017
H18 4.022 0.803 -0.501
H19 4.521 3.724 0.393
H20 3.814 3.297 -1.168
H21 2.968 4.406 -0.085
H22 0.725 -0.465 -2.100
H23 0.225 0.270 -3.650
H24 -1.024 -0.348 0.497
H25 -2.203 -0.001 1.741
H26 0.191 0.357 2.467
H27 -0.664 -0.781 3.488
H28 1.250 -1.505 1.216
H29 1.593 -1.629 2.932
H30 0.928 -3.847 1.986
H31 -0.202 -3.308 3.215
H32 -1.482 -4.169 1.325
H33 -0.540 -3.233 0.198

# C20H33ClN2O5

A 2-piece molecular cluster, C20H33ClN2O5 overall at a distorted geometry (ωB97M-V/def2-TZVPD, the OMol25 dataset).

The SMILES is CC[C@](C#N)(CCCCl)[C@@](C#N)(CCO)CCCOC(C)=O.CCOC(C)=O. The total charge is 0. As for the total energy: -1727.3994 hartree. For the orbital gap, the calculation gives 10.11 eV.

Geometry (Å):
C1 -1.229 1.470 -0.500
C2 0.234 0.815 -0.818
C3 0.924 0.024 0.484
C4 1.053 1.149 1.715
N1 1.069 2.133 2.571
C5 2.413 -0.419 -0.035
C6 3.451 0.818 -0.325
C7 4.932 0.630 0.430
Cl1 4.823 0.602 2.279
C8 -0.005 -1.182 1.084
C9 -1.171 -0.634 2.153
N2 -1.866 0.013 3.028
C10 -0.890 -1.945 -0.114
C11 0.036 -2.649 -1.265
O1 -0.537 -3.961 -1.710
C12 0.789 -2.369 1.880
C13 1.805 -1.880 3.064
C14 1.103 -1.532 4.502
O2 1.436 -0.095 4.779
C15 0.839 0.345 6.049
C16 -0.064 1.751 5.971
O3 1.025 -0.287 7.215
H1 -1.259 2.522 -1.056
H2 -2.107 0.837 -1.002
H3 -1.455 1.689 0.627
H4 0.174 0.120 -1.774
H5 0.942 1.720 -1.141
H6 2.250 -0.962 -1.086
H7 2.979 -1.189 0.637
H8 3.029 1.887 -0.105
H9 3.716 0.808 -1.489
H10 5.546 1.613 0.147
H11 5.544 -0.277 -0.016
H12 -1.742 -1.269 -0.551
H13 -1.447 -2.833 0.457
H14 0.103 -2.003 -2.266
H15 1.141 -2.875 -0.956
H16 -0.583 -4.573 -0.917
H17 1.393 -3.115 1.194
H18 -0.049 -3.038 2.405
H19 2.546 -2.794 3.267
H20 2.516 -0.979 2.765
H21 -0.061 -1.659 4.511
H22 1.593 -2.201 5.328
H23 -0.895 1.756 6.800
H24 -0.511 1.771 4.865
H25 0.637 2.715 6.025
C17 -3.760 -0.186 -4.496
C18 -2.713 0.755 -3.933
O4 -1.859 1.256 -4.978
C19 -2.133 2.338 -5.739
C20 -3.525 2.897 -5.728
O5 -1.276 2.807 -6.486
H26 -4.425 0.325 -5.197
H27 -4.367 -0.613 -3.692
H28 -3.284 -1.002 -5.049
H29 -3.150 1.574 -3.353
H30 -2.067 0.201 -3.244
H31 -4.103 2.440 -6.535
H32 -3.466 3.978 -5.893
H33 -4.045 2.764 -4.780

# C20H33CrN9S2

C20H33CrN9S2 as an isolated structure at a distorted geometry (ωB97M-V/def2-TZVPD, the OMol25 dataset).

The total charge is 0. As for the total energy: -3115.2813 hartree. For the orbital gap (spin up / spin down), the calculation gives 7.93 / 7.95 eV. Its expectation value of S² is 6.043. Its spin multiplicity is 5.

Geometry (Å):
Cr1 -0.228 1.766 -0.395
C1 3.247 0.673 -4.392
S1 3.706 1.952 -3.253
C2 2.352 1.915 -2.208
S2 0.745 1.607 -2.634
N1 2.930 2.329 -1.114
N2 2.096 2.352 0.005
C3 2.928 2.076 0.994
C4 2.577 2.010 2.421
C5 2.527 3.234 3.113
C6 2.482 3.223 4.471
C7 2.295 2.034 5.129
C8 2.457 0.900 4.381
N3 2.773 0.875 3.070
H1 3.405 1.045 -5.403
H2 2.202 0.435 -4.242
H3 3.870 -0.211 -4.224
H4 3.958 1.923 0.694
H5 2.630 4.068 2.429
H6 2.560 4.192 4.995
H7 1.980 2.064 6.161
H8 2.310 -0.017 4.925
H9 -0.799 2.810 0.787
C9 2.342 -2.409 0.206
N4 2.635 -3.781 0.528
C10 2.516 -4.591 -0.866
N5 1.273 -4.478 -1.518
C11 0.935 -3.131 -1.684
N6 0.992 -2.234 -0.495
C12 0.014 -2.800 0.485
N7 0.201 -4.230 0.714
C13 1.560 -4.290 1.382
C14 0.290 -5.020 -0.544
H10 3.153 -2.170 -0.514
H11 2.399 -1.732 1.053
H12 2.685 -5.670 -0.733
H13 3.228 -4.019 -1.459
H14 -0.244 -3.059 -1.986
H15 1.397 -2.643 -2.578
H16 -0.985 -2.657 -0.033
H17 0.205 -2.347 1.490
H18 1.828 -5.357 1.588
H19 1.449 -3.789 2.352
H20 -0.695 -5.036 -1.061
H21 0.557 -6.071 -0.239
C15 -3.192 2.975 -1.035
C16 -4.751 3.294 -1.256
N8 -5.433 2.118 -0.710
C17 -4.892 2.137 0.688
C18 -3.434 1.499 0.719
N9 -2.764 1.637 -0.604
C19 -3.517 0.658 -1.493
C20 -5.050 0.859 -1.385
H22 -2.798 3.578 -0.180
H23 -2.656 3.280 -1.925
H24 -5.160 3.664 -2.178
H25 -4.879 4.015 -0.486
H26 -5.525 1.595 1.384
H27 -4.813 3.168 1.100
H28 -3.477 0.361 0.919
H29 -2.793 1.985 1.525
H30 -3.296 -0.324 -0.980
H31 -3.223 0.865 -2.544
H32 -5.594 0.025 -0.970
H33 -5.493 0.873 -2.391